[1]
Computed, not measured: an isolated ion of composition C2H3FN3 and charge +1, with ωB97M-V/def2-TZVPD.

Geometry as XYZ:
```
9
Properties=species:S:1:pos:R:3:forces:R:3
C 0.8243 -1.1381 0.0046 1.6331 2.3136 -0.0689
C -0.4304 0.8678 0.0026 -1.4386 1.8240 0.0670
N -0.0533 -1.9822 0.0009 -2.1816 -0.1456 0.0209
N 0.7772 0.2406 -0.0014 0.3427 -1.0309 0.0168
N -1.4939 0.1955 -0.0141 2.1837 -2.9856 -0.0563
F -2.7243 0.6332 0.0059 -0.1125 0.8259 0.0392
H 1.8463 -1.5633 0.0118 -0.1518 -0.3924 -0.0094
H -0.3766 1.9599 0.0348 -0.1552 -0.1728 -0.0483
H 1.6307 0.7865 -0.0451 -0.1198 -0.2363 0.0391
```
Forces are in eV/Å.

Values from the calculation:
HOMO-LUMO gap (spin up / spin down)   0.275 / 0.259 Ha
Charge   +1
LUMO energy (spin up / spin down)   -8.73 / -9.13 eV
E_HOMO (spin up / spin down)   -0.596 / -0.594 Eh
Electronic energy   -341.63979 a.u.
ΔE to the lowest compared entry with this formula, charge and spin   3.303 eV

***

[2]
Computed, not measured: a 3-piece molecular cluster, C2H3FNO2 overall, with ωB97M-V/def2-TZVPD.

Geometry as XYZ:
```
9
Properties=species:S:1:pos:R:3:forces:R:3
C -1.1711 -0.6774 0.5540 -0.2997 0.8102 1.2245
C 1.2890 0.8607 -0.3798 0.8182 -0.1245 1.5132
N 0.2817 1.0040 -1.0600 -1.9342 -0.0016 -4.0558
O -0.8860 0.4303 0.9253 -0.3279 -1.7310 2.2168
O -1.6241 -1.2224 -0.3748 -0.7348 -1.3475 -2.1351
F -0.9509 -2.1756 1.6412 0.3150 1.6991 -0.0638
H 1.7332 1.7639 -0.0061 0.7767 0.3051 0.2779
H 1.4804 -0.0844 0.0825 1.0269 -0.6793 0.2327
H -0.1522 0.1009 -1.3823 0.3600 1.0695 0.7896
```
Forces are in eV/Å.

Values from the calculation:
HOMO-LUMO gap   0.359 Ha
Charge   -1
LUMO energy   4.33 eV
E_HOMO   -0.200 Eh
Electronic energy   -383.12754 a.u.
ΔE to the lowest compared entry with this formula, charge and spin   1.666 eV

***

[3]
Computed, not measured: one molecule with the formula C2H3FNOP, with ωB97M-V/def2-TZVPD.

Geometry as XYZ:
```
9
Properties=species:S:1:pos:R:3:forces:R:3
O 2.0807 -0.5252 0.9442 0.0403 0.0881 0.1387
C 1.0814 -0.4778 0.2933 -0.3521 -0.1187 -0.2772
C -0.0523 0.5235 0.4220 0.0436 -0.2599 -0.2102
N 0.2120 1.5468 1.3528 -0.4707 0.3111 0.9670
P -0.4226 1.9798 2.6827 1.6569 0.8990 -0.7157
F 0.5907 3.2074 3.0628 -0.9883 -0.7136 0.1956
H 0.8616 -1.2135 -0.5080 0.1532 -0.0968 -0.0061
H -0.9592 -0.0705 0.6195 0.0302 0.0143 -0.1358
H -0.1527 0.9673 -0.5782 -0.1131 -0.1235 0.0437
```
Forces are in eV/Å.

Values from the calculation:
HOMO-LUMO gap   0.356 Ha
LUMO energy   -0.31 eV
E_HOMO   -0.367 Eh
Electronic energy   -649.22053 a.u.
ΔE to the lowest compared entry with this formula, charge and spin   0.890 eV
SMILES   O=CC/N=P/F

***

[4]
Computed, not measured: C2H3FNaO as an isolated structure, with ωB97M-V/def2-TZVPD.

Geometry as XYZ:
```
8
Properties=species:S:1:pos:R:3:forces:R:3
C -0.2523 -0.2607 1.5108 -0.1511 -0.2112 0.9788
C -0.6137 0.4097 0.2814 1.7915 2.2422 -1.8732
F 0.7192 -1.1347 1.2773 0.1908 -0.0008 -0.2968
H -1.6909 0.2511 0.0948 0.3789 0.3791 0.0303
H -0.2412 1.5023 0.3397 -1.7562 -1.1118 1.2645
Na 1.8829 -1.4800 -0.9773 -0.1516 0.1020 0.1718
O 0.2548 0.1266 -0.8706 -0.0735 -1.5329 -0.3920
H -0.0588 0.5859 -1.6560 -0.2288 0.1333 0.1165
```
Forces are in eV/Å.

Values from the calculation:
HOMO-LUMO gap   0.334 Ha
Charge   +1
LUMO energy   -4.71 eV
E_HOMO   -0.507 Eh
Electronic energy   -415.07651 a.u.

***

[5]
Computed, not measured: a 2-piece molecular cluster, C2H3FO2 overall, with ωB97M-V/def2-TZVPD.

Geometry as XYZ:
```
8
Properties=species:S:1:pos:R:3:forces:R:3
O 1.1156 -1.6926 0.3323 0.3997 0.2716 -0.3345
C 1.3002 -0.5354 0.5327 -0.4830 -1.8668 2.9860
F 1.5993 0.2964 -0.4302 0.6444 1.0697 -0.5535
H 1.2347 -0.1452 1.6248 0.5928 0.1712 -2.1300
C -1.3546 0.5838 -0.4890 -0.0320 0.0128 -3.7784
O -0.7648 0.1858 0.4312 0.0814 -0.7392 3.9480
H -2.4132 0.4129 -0.6649 -0.6601 0.3808 0.2443
H -0.7173 0.8944 -1.3368 -0.5432 0.6999 -0.3818
```
Forces are in eV/Å.

Values from the calculation:
HOMO-LUMO gap   0.410 Ha
LUMO energy   0.55 eV
E_HOMO   -0.390 Eh
Electronic energy   -328.29888 a.u.
ΔE to the lowest compared entry with this formula, charge and spin   1.528 eV
SMILES   O=CF.C=O

***

[6]
Computed, not measured: a 2-piece molecular cluster, C2H3FO2P overall, with ωB97M-V/def2-TZVPD.

Geometry as XYZ:
```
9
Properties=species:S:1:pos:R:3:forces:R:3
C 0.2128 0.4285 0.1240 -1.3477 2.2919 1.6680
C -0.6306 -0.5501 -0.0428 -2.5499 -1.5124 -1.1908
O -3.1868 -1.8961 0.4826 1.5086 1.1584 -0.6375
O -2.7761 0.6207 1.1224 0.2131 -1.0894 -0.8569
F -2.4265 -0.0024 -2.1990 0.0527 -0.5124 1.6856
P -2.4134 -0.6235 0.3788 -0.7250 1.5449 0.4859
H 1.0960 0.3578 -0.4415 1.2349 0.3965 -0.3823
H -0.0996 1.3714 0.7037 0.8506 -1.6682 -0.7611
H -0.5273 -1.2409 -0.8601 0.7626 -0.6093 -0.0109
```
Forces are in eV/Å.

Values from the calculation:
HOMO-LUMO gap   0.343 Ha
Charge   -1
LUMO energy   4.00 eV
E_HOMO   -0.196 Eh
Electronic energy   -669.76655 a.u.
ΔE to the lowest compared entry with this formula, charge and spin   2.434 eV

***

[7]
Computed, not measured: one molecule with the formula C2H3FO2S, with ωB97M-V/def2-TZVPD.

Geometry as XYZ:
```
9
Properties=species:S:1:pos:R:3:forces:R:3
C 0.0716 0.4439 1.3912 2.0479 2.6990 -1.4015
C 0.3368 0.6660 0.1027 -0.8501 -1.6939 1.0062
S -0.4164 -0.5961 -0.9583 3.2347 -1.3127 -0.9957
O -0.7178 -1.8319 -0.3041 1.1284 0.8735 -0.0140
O -1.3700 -0.0839 -1.8365 -0.7879 1.2381 -1.3133
F 1.2024 -0.8437 -2.1435 -3.1856 0.4634 2.6279
H 0.4181 1.0442 2.2010 0.6922 1.2787 -0.0972
H -0.4397 -0.2707 1.8696 -2.1654 -3.3579 0.4773
H 0.9149 1.4722 -0.3221 -0.1142 -0.1882 -0.2898
```
Forces are in eV/Å.

Values from the calculation:
HOMO-LUMO gap   0.412 Ha
LUMO energy   -0.85 eV
E_HOMO   -0.443 Eh
Electronic energy   -726.43579 a.u.
ΔE to the lowest compared entry with this formula, charge and spin   2.620 eV
SMILES   C=CS(=O)(=O)F

***

[8]
Computed, not measured: an isolated ion of composition C2H3FO4P and charge -1, with ωB97M-V/def2-TZVPD.

Geometry as XYZ:
```
11
Properties=species:S:1:pos:R:3:forces:R:3
C -1.7375 -1.2127 0.3907 -3.0672 0.0068 1.3708
O -1.3295 -0.0076 -0.1815 -0.4383 0.1173 -0.7263
P -0.1148 0.7608 0.5784 2.6434 0.6627 -2.5388
F 0.7152 -0.6440 0.9958 -0.2207 1.1778 -0.5138
O 0.6313 1.3479 -0.8802 -1.0123 -1.6513 3.4026
C 2.2044 1.4374 -0.8186 -0.5531 0.4391 -0.5373
O 2.6453 1.4463 -1.9367 0.1989 -0.1319 -1.2043
O 2.6795 1.5333 0.2888 -0.2100 -0.0956 1.4890
H -2.9268 -1.4243 0.2015 2.5240 1.1337 0.9424
H -1.4102 -1.1861 1.4847 -1.0626 -0.7408 -1.2833
H -1.3568 -2.0512 -0.1229 1.1980 -0.9178 -0.4010
```
Forces are in eV/Å.

Values from the calculation:
HOMO-LUMO gap   0.314 Ha
Charge   -1
LUMO energy   3.60 eV
E_HOMO   -0.181 Eh
Electronic energy   -820.31904 a.u.
ΔE to the lowest compared entry with this formula, charge and spin   0.320 eV
SMILES   COP(F)OC(=O)[O-]

***

[9]
Computed, not measured: C2H3FOPd as an isolated structure, with ωB97M-V/def2-TZVPD.

Geometry as XYZ:
```
8
Properties=species:S:1:pos:R:3:forces:R:3
H 0.4501 -1.1221 -0.7311 1.8364 0.3257 2.3491
C -0.5410 0.4456 -0.5396 -1.8549 3.2516 -0.7970
C -0.4446 -0.3212 0.6282 -1.6235 -1.1606 1.8408
O 0.7734 -0.8569 0.4535 -2.7106 -7.1204 -2.9179
H -1.4634 0.9847 -0.7534 0.1518 -0.2777 -0.9084
F 0.5398 1.3283 -0.5418 -2.2620 1.5186 -2.4226
H -1.2638 -0.9989 0.8832 0.1694 0.3232 0.4831
Pd 1.9495 0.5404 0.6010 6.2932 3.1396 2.3729
```
Forces are in eV/Å.

Values from the calculation:
HOMO-LUMO gap (spin up / spin down)   0.320 / 0.274 Ha
Charge   +1
LUMO energy (spin up / spin down)   -4.97 / -7.71 eV
E_HOMO (spin up / spin down)   -0.503 / -0.557 Eh
Electronic energy   -380.38691 a.u.
<S²>   3.758
Multiplicity   4

***

[10]
Computed, not measured: C2H3FOPr as an isolated structure, with ωB97M-V/def2-TZVPD.

Geometry as XYZ:
```
8
Properties=species:S:1:pos:R:3:forces:R:3
C -0.1969 1.2126 -0.7799 -0.3124 0.1814 -2.4327
C -1.0005 0.2890 -1.4299 0.7472 0.4443 1.0688
H -0.5982 2.0503 -0.1993 0.5662 -0.6729 0.4221
F 1.0267 1.4425 -1.3019 -1.1974 -0.5004 1.1636
H -2.0717 0.3524 -1.2080 0.2837 -0.0405 -0.2497
H -0.6317 -0.1825 -2.3458 -0.1912 0.1168 0.2762
O 0.3933 0.1504 1.4751 -3.0502 -5.6480 -3.1152
Pr -0.4970 -1.5363 0.5472 3.1540 6.1192 2.8669
```
Forces are in eV/Å.

Values from the calculation:
HOMO-LUMO gap (spin up / spin down)   0.292 / 0.300 Ha
Charge   +1
LUMO energy (spin up / spin down)   -5.50 / -5.46 eV
E_HOMO (spin up / spin down)   -0.494 / -0.501 Eh
Electronic energy   -769.77111 a.u.
<S²>   2.025
Multiplicity   3

***

[11]
Computed, not measured: a 2-piece molecular cluster, C2H3FOS overall, with ωB97M-V/def2-TZVPD.

Geometry as XYZ:
```
8
Properties=species:S:1:pos:R:3:forces:R:3
C 1.9209 -0.2244 -0.0482 -3.4666 3.9929 0.8157
C -1.3525 0.2079 0.0068 1.2344 -1.4169 -2.4687
O 2.8245 0.3131 -0.5208 0.9715 -0.4005 -0.2837
F 1.6359 -1.4188 0.2539 0.0320 -1.6869 0.2068
S 0.0170 1.1879 0.5971 2.3836 -1.6212 -0.5735
H -1.5689 0.3914 -1.1148 0.5381 -0.7518 1.7876
H -2.2291 0.4007 0.5034 -2.0756 1.3458 1.4321
H -1.2477 -0.8578 0.3227 0.3826 0.5386 -0.9163
```
Forces are in eV/Å.

Values from the calculation:
HOMO-LUMO gap   0.308 Ha
LUMO energy   -0.63 eV
E_HOMO   -0.332 Eh
Electronic energy   -651.21756 a.u.
ΔE to the lowest compared entry with this formula, charge and spin   2.318 eV

***

[12]
Computed, not measured: C2H3FOSc as an isolated structure, with ωB97M-V/def2-TZVPD.

Geometry as XYZ:
```
8
Properties=species:S:1:pos:R:3:forces:R:3
Sc -0.4852 0.7163 1.5270 1.3039 -0.0304 -4.0135
O -0.3123 -0.3630 -0.1988 -1.9194 1.7591 2.1266
C -0.2001 0.8289 -0.8848 2.1567 -0.7154 -0.0429
C 0.2602 1.8603 -0.1482 -1.3688 0.1078 1.1021
H -0.1246 0.7016 -1.9752 -0.7443 0.2322 0.3103
H 0.5095 2.7856 -0.6727 -0.0797 -0.0239 0.6484
F 0.9663 -2.2399 -0.8174 -1.4061 2.6568 -0.0197
H 0.3969 -1.3114 -0.7463 2.0577 -3.9861 -0.1112
```
Forces are in eV/Å.

Values from the calculation:
HOMO-LUMO gap   0.276 Ha
Charge   +1
LUMO energy   -7.07 eV
E_HOMO   -0.535 Eh
Electronic energy   -1013.45717 a.u.